Arrangement one

DFT (ωB97M-V/def2-TZVPD) results for a molecular structure, C38H40AsN8O5Rb.

Gap between HOMO and LUMO (hartree): 0.21962
Net charge: -2

Element x y z (Å)
Rb: 0.67649 -0.70179 -0.15135
As: 1.94202 2.78561 -0.20203
O: 0.62719 1.78480 -0.34316
O: 2.92718 -1.00783 2.34368
O: 3.44503 1.07931 0.29178
O: 5.11777 -1.15719 1.77560
O: 3.14101 -0.91149 -0.70892
N: -1.09076 -2.40168 1.43854
N: -4.14267 3.40385 -1.40178
N: -1.74917 -2.06703 0.45083
N: -1.39858 2.58586 2.16976
N: -1.88742 1.68611 3.17611
N: -2.61565 1.57765 -0.88350
N: -4.71610 1.11227 -2.02434
N: -2.90788 2.27625 -3.19047
C: 4.90029 2.79526 -3.85108
C: -1.43259 -2.72481 -0.78694
C: 0.76655 4.95137 -1.82767
C: 3.67430 3.58349 4.09514
C: -3.45381 3.54069 -2.69385
C: -1.96108 1.75922 -2.17753
C: -1.41824 -2.80136 -3.13291
C: 1.05722 4.54213 -0.52477
C: -2.38938 -1.01641 5.18675
C: 3.92998 -0.86232 1.57358
C: 5.33945 3.28480 -2.62584
C: 0.55573 5.30593 0.52796
C: 2.86758 2.47709 3.85271
C: 0.01349 6.09300 -2.07152
C: -0.64536 -1.71936 3.68420
C: -1.58985 -1.88961 2.68104
C: -3.16385 2.85545 -0.43800
C: -1.02386 -4.06832 -0.72237
C: -2.93134 -1.63009 2.91842
C: 3.94123 4.48723 3.07664
C: 3.40317 4.28201 1.81086
C: -0.46460 6.85173 -1.01055
C: -3.71593 0.62458 -1.04890
C: 2.33797 2.26490 2.59023
C: 4.48359 3.30699 -1.53507
C: 3.51678 -0.21046 0.24825
C: 3.18180 2.84464 -1.67496
C: -3.32879 -1.19774 4.17700
C: -4.01196 1.31373 -3.29784
C: -1.04754 -1.27196 4.93540
C: -0.78333 -4.76679 -1.88851
C: -5.20749 2.41055 -1.56947
C: 2.60623 3.17096 1.57124
C: 2.74632 2.33068 -2.88719
C: -0.19388 6.45261 0.29044
C: -1.63756 -2.01237 -1.98433
C: 3.60727 2.31105 -3.97820
C: -0.97572 -4.11845 -3.10841
H: -5.71314 2.27793 -0.60916
H: -2.63510 4.25481 -2.57672
H: -0.46527 -5.80222 -1.84966
H: -0.96130 -4.56729 0.23940
H: -0.77868 -4.65319 -4.03441
H: 4.11226 3.72928 5.07553
H: -3.63925 -1.77315 2.11147
H: 6.36163 3.62478 -2.51223
H: -4.37618 -0.99787 4.36896
H: -0.30785 -1.11469 5.71036
H: 2.68448 1.74842 4.63158
H: 1.78141 1.35980 2.38625
H: -1.20064 2.10541 1.29183
H: -4.20944 0.47988 -0.08320
H: -1.59033 -2.35782 -4.11437
H: -0.20743 6.38557 -3.09149
H: 5.57421 2.77306 -4.69904
H: -2.83338 1.43641 2.91881
H: -4.16510 3.93332 -3.42759
H: 3.59033 5.00095 1.02096
H: -0.51554 2.95102 2.50356
H: -3.64994 2.72976 0.53037
H: -1.35678 0.81923 3.17686
H: 0.39941 -1.91528 3.45761
H: -1.04935 7.74486 -1.19682
H: -2.70221 -0.67299 6.16494
H: -3.60890 0.35451 -3.62570
H: -1.57990 0.78824 -2.49936
H: 0.73724 4.99870 1.54990
H: -2.35130 3.57529 -0.32151
H: -5.93146 2.79286 -2.29650
H: -3.29472 -0.32100 -1.39302
H: 1.74783 1.91689 -2.96837
H: -1.13449 2.46056 -2.05785
H: -0.57653 7.02765 1.12511
H: 3.26901 1.89956 -4.92118
H: 4.57499 5.34618 3.26152
H: 1.12601 4.37063 -2.66777
H: -4.72752 1.68187 -4.03994
H: 4.84342 3.64203 -0.57037

***

Arrangement two

DFT (ωB97M-V/def2-TZVPD) results for a molecular structure, C38H40AsN8O5Rb.

Gap between HOMO and LUMO (hartree): 0.22299
Net charge: -2

Element x y z (Å)
Rb: -1.22893 1.15048 0.98272
As: -0.64134 0.37387 -2.37599
O: -4.97574 -0.39704 -0.50279
O: -3.05906 -0.53183 0.68169
O: -2.44238 1.51723 -1.40113
O: -3.99505 2.44543 -0.09660
O: 0.00863 0.06861 -0.87829
N: 0.50159 -4.13194 2.36151
N: 2.04044 -3.55111 0.54764
N: 0.21029 -2.05560 1.11709
N: -0.09282 1.82344 4.02180
N: 0.84054 2.60244 4.23206
N: 2.57570 1.34031 0.56928
N: -0.26824 -4.17992 0.03964
N: 2.76910 0.87852 1.92101
C: -0.21936 0.80152 5.05205
C: 0.77464 -0.53930 -3.44594
C: 2.04153 5.80102 2.94742
C: -2.11379 -0.52906 -3.22560
C: 1.88218 -4.17779 1.86120
C: -4.16467 -1.84791 -4.54226
C: -3.89356 0.04248 -0.08749
C: 0.69204 2.87276 -2.38297
C: 3.14404 -0.78418 -3.91057
C: -2.88752 -1.44907 -2.53871
C: -0.64975 -2.75614 0.16571
C: 0.35382 0.88964 6.31193
C: 0.16720 -0.14039 7.22191
C: 1.59856 5.76020 1.62387
C: -3.36979 -0.93861 -5.23421
C: 0.59358 3.50275 1.91342
C: -3.91843 -2.10332 -3.20260
C: 2.08949 -0.07963 -3.34876
C: -0.58791 -1.25837 6.87528
C: -3.44821 1.45462 -0.57571
C: -1.24817 2.88366 -3.80328
C: 1.59478 -2.14542 0.65890
C: 0.11484 4.86091 -3.60605
C: 1.13401 -4.22717 -0.38787
C: 1.04150 3.64124 3.23158
C: -0.98705 4.20278 -4.14242
C: 2.90638 -1.98146 -4.57632
C: 0.09896 -2.71099 2.41259
C: -0.39029 2.20727 -2.94421
C: -2.33620 -0.28598 -4.57945
C: 0.55344 -1.74441 -4.11108
C: -0.35518 -4.79112 1.36574
C: -1.16543 -1.33537 5.61719
C: 1.76298 4.71741 3.75941
C: 0.94521 4.19923 -2.71583
C: 1.60941 -2.46059 -4.67160
C: -0.98805 -0.29673 4.70978
C: 0.90109 4.65646 1.14690
H: 1.21824 -3.74713 -1.36532
H: -1.66808 4.73116 -4.79924
H: -1.75606 -2.19722 5.33332
H: -4.98269 -2.34810 -5.04802
H: 1.77548 4.71523 -2.24995
H: -0.54492 -2.27406 -0.80312
H: 2.24707 -1.61315 1.35558
H: -0.93943 -2.65380 2.74786
H: -3.55330 -0.73863 -6.28338
H: 0.57132 4.69835 0.10883
H: 0.61503 -0.07084 8.20666
H: 4.15447 -0.40576 -3.80877
H: 2.08176 4.70622 4.79847
H: 2.52908 -3.66267 2.57493
H: -1.39145 -4.73952 1.70696
H: -4.54967 -2.78013 -2.64162
H: 3.31096 1.59250 2.39020
H: -2.72266 -1.63335 -1.48440
H: -0.44756 -2.14946 -4.18796
H: -2.14838 2.40135 -4.15934
H: -1.68779 -2.66680 0.49214
H: 1.41147 -3.40094 -5.17368
H: 0.73320 -2.19456 3.13701
H: 0.94481 1.76342 6.55384
H: -1.69478 0.39244 -5.12930
H: 1.91629 2.12296 0.60084
H: 0.30381 5.89819 -3.85724
H: 2.30801 0.83281 -2.80975
H: -0.05928 -5.84237 1.29292
H: 1.30765 2.38001 -1.64082
H: -0.72824 -2.06291 7.58718
H: 2.06716 0.60422 0.08614
H: 1.86774 0.87017 2.39214
H: 3.73039 -2.54020 -5.00455
H: -1.44634 -0.33482 3.72871
H: 1.65725 -1.66715 -0.31957
H: 1.82100 6.59680 0.96495
H: 1.44016 -5.27420 -0.47992
H: 2.19574 -5.22419 1.79520
H: 2.59357 6.65230 3.33047

***

Arrangement three

DFT (ωB97M-V/def2-TZVPD) results for a molecular structure, C38H40AsN8O5Rb.

Gap between HOMO and LUMO (hartree): 0.21256
Net charge: -2

Element x y z (Å)
Rb: 0.53742 -1.22380 1.59275
As: -2.01975 -1.38972 -0.79587
O: -1.08956 -0.31947 -0.02606
O: -0.26100 -3.73897 2.20434
O: 1.97649 -3.30558 0.14896
O: -0.95879 -3.22062 0.15408
O: 1.31601 -5.45153 0.07007
N: 0.75712 3.46999 -2.29617
N: 3.10188 3.12112 -1.77599
N: 1.93763 1.57356 -3.24141
N: 1.42257 1.62313 -0.88289
N: -0.84443 3.00339 2.15266
N: 2.95295 0.36914 2.92548
N: 2.65818 1.25003 3.83374
N: -1.99176 2.20270 1.81802
C: 0.30045 0.58164 4.10513
C: 1.62072 1.51882 5.91941
C: 6.41512 1.38931 2.16065
C: 3.19525 2.24954 -2.94199
C: -4.66468 -2.64238 2.21412
C: -4.08780 0.64279 -1.06101
C: -3.06099 0.20016 -3.16381
C: -0.13984 -3.74627 0.97781
C: -3.36703 -2.34480 0.21004
C: -0.75472 0.51667 4.99366
C: 6.65969 0.62725 1.02719
C: 0.38662 -3.50833 -3.51957
C: -4.84393 1.65211 -1.62912
C: 1.18895 -4.25472 0.33421
C: -1.87701 -3.68387 -4.28724
C: -0.71116 1.08473 6.26578
C: -3.20440 -0.11934 -1.81874
C: -0.53997 -4.01967 -4.41473
C: 5.19158 1.33928 2.78781
C: -1.36527 -2.37607 -2.33271
C: 0.40578 2.62816 -1.14324
C: 5.64762 -0.18946 0.53359
C: -4.62766 -4.36361 0.54610
C: 0.91391 2.59149 -3.44848
C: 0.50536 1.55713 6.72934
C: -0.02110 -2.67616 -2.49035
C: 4.14812 0.52753 2.29237
C: 1.55016 1.06917 4.58262
C: -3.83354 1.18938 -3.74969
C: 1.55897 0.78363 -2.06056
C: 2.04446 4.09562 -2.01888
C: -4.73939 1.90652 -2.98658
C: -5.07937 -3.88895 1.77091
C: 4.41482 -0.24329 1.14337
C: -2.28833 -2.87142 -3.24374
C: -3.78726 -3.59530 -0.23028
C: -3.80958 -1.87493 1.44397
C: 2.69054 2.28820 -0.63574
H: 2.59862 2.92378 0.24804
H: -3.39038 -3.98534 -1.15939
H: -2.32773 -0.32905 -3.76679
H: 0.01414 2.45490 2.03946
H: -1.95496 2.06179 0.80884
H: -4.91834 -5.35069 0.20830
H: 0.29094 3.26710 -0.26462
H: -3.44932 -0.91569 1.81256
H: 1.94429 4.73129 -1.13357
H: -1.90518 1.26642 2.22884
H: 1.42777 -3.78285 -3.60503
H: -5.00166 -2.27696 3.17546
H: 7.19948 2.02538 2.55665
H: 2.33055 0.02995 -1.88070
H: -5.34436 2.67726 -3.44574
H: -3.71830 1.41467 -4.80311
H: 0.59258 1.91452 7.75037
H: -0.92122 3.19822 3.14900
H: -3.33999 -2.61768 -3.12849
H: 3.48507 2.85189 -3.81266
H: 1.19367 3.19536 -4.32195
H: 0.60268 0.28794 -2.26226
H: 5.00854 1.90134 3.69145
H: 3.64420 -0.90199 0.76243
H: 5.84413 -0.79529 -0.34197
H: -4.15406 0.45105 0.00540
H: 3.96718 1.49723 -2.75259
H: -1.68964 0.06576 4.66780
H: 0.69683 -2.30839 -1.76472
H: -2.60495 -4.06759 -4.99236
H: 2.32704 4.71830 -2.87777
H: -0.04343 2.09490 -3.63630
H: -1.60443 1.13842 6.88032
H: 2.58962 1.77390 6.33272
H: 7.62938 0.65341 0.54482
H: -5.50359 2.24962 -1.01309
H: -5.73938 -4.49565 2.37828
H: 3.46308 1.53717 -0.45508
H: -0.54335 2.12734 -1.35657
H: -0.22554 -4.68572 -5.20926

***

The structure with the greatest stability is arrangement two.

***

Arrangement one

DFT (ωB97M-V/def2-TZVPD) results for a molecular structure, C3H2N2.

Gap between HOMO and LUMO (alpha / beta) (hartree): 0.28237 / 0.28620

Element x y z (Å)
N: 0.64546 -0.42760 -0.86073
N: 0.60940 0.60704 0.71532
C: -0.56353 -0.06532 0.19595
C: -1.79185 -0.34420 0.21540
C: 1.45185 0.34603 -0.27406
H: 2.46118 0.48581 -0.30486
H: -2.81250 -0.60176 0.31297

***

Arrangement two

DFT (ωB97M-V/def2-TZVPD) results for a single C3H2N2 molecule.

Gap between HOMO and LUMO (hartree): 0.33283

Element x y z (Å)
N: 1.23403 0.36345 0.36617
N: 0.34880 0.68319 1.19494
C: -0.77054 0.16788 0.39873
C: -1.99934 -0.07485 0.70545
C: 0.35638 -0.23492 -0.56476
H: 0.70772 -1.26731 -0.74921
H: 0.12296 0.36255 -1.35132

***

Arrangement three

DFT (ωB97M-V/def2-TZVPD) results for a single C3H2N2 molecule.

Gap between HOMO and LUMO (hartree): 0.31883

Element x y z (Å)
N: 1.55432 0.14781 -0.30927
N: -1.21193 -0.68495 -0.44605
C: 2.68940 0.35234 0.11105
C: -0.74916 0.64050 0.17081
C: 0.28898 0.00740 -0.32322
H: -1.12957 -1.62114 0.06939
H: -1.44205 1.15803 0.72728

***

The structure with the greatest stability is arrangement three.

***

Arrangement one

DFT (ωB97M-V/def2-TZVPD) results for a molecular structure, C4H7N5.

Gap between HOMO and LUMO (hartree): 0.31590

Element x y z (Å)
N: -1.17192 0.41338 -0.26636
N: -1.62429 1.28862 1.58775
N: 0.80095 -0.77466 -1.00518
N: 2.48267 -0.98997 0.31905
N: -1.16384 -0.58956 -2.35869
C: -0.47529 0.82287 0.82719
C: -0.49703 -0.18298 -1.18562
C: 1.40760 -0.29503 0.04951
C: 0.82301 0.53041 1.07849
H: -0.90015 -1.55821 -2.48280
H: -2.91714 0.80012 0.97857
H: -2.11113 0.12858 -2.48446
H: 2.97310 -1.10106 1.23628
H: 2.48096 -1.65298 -0.37966
H: 1.30264 0.63718 2.15755
H: -1.41016 2.52329 1.92838

***

Arrangement two

DFT (ωB97M-V/def2-TZVPD) results for a single C4H7N5 molecule.

SMILES: Cn1cnnc[nH]nc1
Gap between HOMO and LUMO (hartree): 0.35324

Element x y z (Å)
N: -1.69213 1.00104 -0.49918
N: -0.66502 2.01072 -0.23271
N: -1.24556 -1.67667 -0.47127
N: -2.10124 -1.12451 0.48032
N: 0.53335 -0.11787 0.08685
C: 0.30140 1.24282 -0.01452
C: -2.13004 0.21880 0.57561
C: 2.07883 -0.35646 0.29691
C: -0.12636 -1.19514 -0.52900
H: 2.79616 -0.23330 -0.47649
H: -2.84422 0.76698 1.33041
H: 2.30172 -1.47303 0.70126
H: 0.82393 -1.67223 -1.08651
H: 1.26014 1.85188 -0.16794
H: 2.15559 0.25042 1.25819
H: -1.44653 0.50654 -1.25192

***

The structure with the greatest stability is arrangement one.